# 1
Entry from the Open Molecules 2025 dataset: the molecule C4H5NO (wB97M-V/def2-TZVPD).

The geometry in XYZ format:
```
11
Properties=species:S:1:pos:R:3:forces:R:3
O 2.0479 0.6184 -0.1693 -0.07 -0.24 -0.01
C 0.8093 0.1412 -0.0277 -0.40 0.14 -0.07
C 0.3458 -1.1718 0.1623 0.05 -0.23 0.15
C -1.0373 -1.2013 0.3567 0.55 0.08 0.47
C -1.4229 0.2069 0.0886 -0.37 -0.24 -0.04
N -0.2101 1.0018 -0.0731 0.14 -0.25 -0.11
H 2.6711 -0.1213 -0.1296 -0.10 0.14 0.01
H 0.9996 -2.0365 0.2019 0.07 0.13 0.00
H -1.8916 -0.1387 -0.8508 0.02 0.79 -0.52
H -2.1946 0.7065 0.6705 0.13 -0.13 0.13
H -0.1171 1.9947 -0.2294 -0.01 -0.20 0.01
```
Positions in Å, forces in eV/Å.

The calculation puts the LUMO energy at 0.484 eV. The total energy is -7763.7227 eV. The highest occupied orbital energy comes out at -7.8 eV. For the energy above the lowest of the compared OMol25 structures with the same formula, charge and spin, the calculation gives 64.7 kcal per mole.

What are the natural (NBO) partial charges on each atom? They are as follows, in elementary charge units: number 1, O, carries -0.642; number 2, C, carries 0.581; number 3, C, carries -0.529; number 4, C, carries -0.103; number 5, C, carries -0.365; number 6, N, carries -0.570; number 7, H, carries 0.501; number 8, H, carries 0.212; number 9, H, carries 0.265; number 10, H, carries 0.232; number 11, H, carries 0.417

=====

# 2
Entry from the Open Molecules 2025 dataset: the molecule C5H8O2 in a non-equilibrium geometry (wB97M-V/def2-TZVPD).

The geometry in XYZ format:
```
15
Properties=species:S:1:pos:R:3:forces:R:3
C -0.6993 1.1271 0.4206 0.20 0.22 -0.11
C -1.6591 -1.2815 1.2293 0.38 -1.11 0.06
O -1.1537 -1.2040 0.0287 -0.53 0.38 0.34
C -0.1449 -0.1910 -0.1161 0.07 0.49 0.02
C 1.3098 -0.5506 0.2398 -0.04 -0.04 0.34
O 1.7461 -0.0244 -1.0238 0.17 0.00 -0.07
C 0.4008 0.0018 -1.5259 -0.24 0.05 -0.26
H 0.0973 1.8530 0.2861 -0.06 0.36 -0.04
H -1.5743 1.4174 -0.1744 0.25 -0.02 0.00
H -1.0053 1.1641 1.4748 0.26 -0.35 -0.27
H -0.8831 -0.8088 1.8983 -0.43 0.04 0.08
H 1.7538 -0.0238 1.0909 -0.03 -0.04 -0.14
H 1.5154 -1.6279 0.3241 -0.21 0.19 -0.03
H 0.1885 -0.8148 -2.2254 0.05 0.01 0.15
H 0.1376 0.9658 -1.9753 0.15 -0.18 -0.08
```
Positions in Å, forces in eV/Å.

The calculation puts the LUMO energy at 0.511 eV. The total energy is -9404.9504 eV. The highest occupied orbital energy comes out at -8.8 eV. For the energy above the lowest of the compared OMol25 structures with the same formula, charge and spin, the calculation gives 112.6 kcal per mole.

What are the natural (NBO) partial charges on each atom? They are as follows, in elementary charge units: number 1, C, carries -0.643; number 2, C, carries 0.143; number 3, O, carries -0.470; number 4, C, carries 0.196; number 5, C, carries -0.091; number 6, O, carries -0.522; number 7, C, carries -0.073; number 8, H, carries 0.226; number 9, H, carries 0.226; number 10, H, carries 0.227; number 11, H, carries 0.033; number 12, H, carries 0.187; number 13, H, carries 0.189; number 14, H, carries 0.190; number 15, H, carries 0.183

=====

# 3
Entry from the Open Molecules 2025 dataset: the ion C4H10NS with charge +1 in a non-equilibrium geometry (wB97M-V/def2-TZVPD).

The geometry in XYZ format:
```
16
Properties=species:S:1:pos:R:3:forces:R:3
C -0.0943 0.2523 1.2517 -2.74 -1.00 -1.19
C -0.8088 -0.1698 -0.0585 1.80 -1.86 0.72
C -0.4146 -1.6837 -0.4797 -5.39 3.54 -1.60
C 1.6952 0.8615 -0.5302 0.80 -3.31 0.68
N 0.3108 0.8590 -0.0119 -0.22 2.93 -0.56
S -2.3577 0.4174 -0.6897 0.31 -0.11 0.10
H -0.6779 0.8162 1.9461 0.17 0.70 0.31
H 0.3977 -0.6235 1.6538 0.90 0.54 -0.08
H -1.0331 -2.2870 0.1459 -0.21 -0.47 0.82
H 0.5648 -1.8683 -0.3400 3.33 -0.80 -0.16
H -0.9526 -1.7988 -1.4725 1.68 -0.26 0.68
H 2.3929 0.4934 0.2505 -0.68 -0.60 -0.34
H 1.7743 0.1880 -1.4266 0.05 1.28 0.66
H 2.0559 1.8374 -0.5356 0.14 1.89 -1.22
H -0.0783 1.8745 -0.2003 0.45 -2.71 0.84
H -2.7742 0.8315 0.4970 -0.37 0.24 0.32
```
Positions in Å, forces in eV/Å.

The calculation puts the LUMO energy at -3.249 eV. As for the net charge: +1. Its structure (SMILES) is C[N@@H+]1C[C@@]1(C)S. The total energy is -16626.5417 eV. The highest occupied orbital energy comes out at -14.2 eV. For the energy above the lowest of the compared OMol25 structures with the same formula, charge and spin, the calculation gives 55.9 kcal per mole.

What are the natural (NBO) partial charges on each atom? They are as follows, in elementary charge units: number 1, C, carries -0.233; number 2, C, carries -0.003; number 3, C, carries -0.610; number 4, C, carries -0.435; number 5, N, carries -0.401; number 6, S, carries 0.113; number 7, H, carries 0.246; number 8, H, carries 0.256; number 9, H, carries 0.250; number 10, H, carries 0.219; number 11, H, carries 0.249; number 12, H, carries 0.237; number 13, H, carries 0.252; number 14, H, carries 0.247; number 15, H, carries 0.469; number 16, H, carries 0.144